Entry 1:
The following is a quantum chemistry calculation of C30H32AsN3O2S3Ti as an isolated structure in a non-equilibrium geometry, from the Open Molecules 2025 dataset.

Properties
- HOMO-LUMO gap (alpha / beta): 6.70 / 6.57 eV
- Highest occupied orbital energy (alpha / beta): -10.23 / -10.26 eV
- 2S+1: 2
- Energy above the lowest of the compared OMol25 structures with the same formula, charge and spin: 14.9 kcal per mole
- ⟨S²⟩: 0.757
- Total charge: +1

Atoms and positions in Å:
Ti (-0.049, -1.385, -0.501)
C (-5.461, -2.017, -0.968)
S (-4.647, -0.417, -0.976)
C (-2.996, -0.796, -1.390)
S (-2.311, -2.390, -1.478)
N (-2.296, 0.280, -1.620)
N (-0.970, -0.113, -1.825)
C (-0.355, 0.324, -2.837)
C (1.034, -0.160, -2.968)
C (1.854, 0.231, -3.999)
C (3.146, -0.276, -4.047)
C (3.552, -1.150, -3.059)
C (2.663, -1.489, -2.052)
N (1.414, -1.013, -1.997)
H (-6.401, -1.861, -0.441)
H (-4.866, -2.751, -0.430)
H (-5.664, -2.359, -1.979)
H (-0.836, 0.971, -3.563)
H (1.487, 0.927, -4.741)
H (3.821, 0.011, -4.843)
H (4.548, -1.571, -3.046)
H (2.957, -2.139, -1.241)
C (0.966, -4.341, -1.602)
O (0.333, -3.543, -0.593)
C (0.075, -4.252, 0.641)
C (-1.155, -3.672, 1.285)
O (-1.078, -2.237, 1.318)
C (-1.243, -1.710, 2.642)
H (0.341, -5.209, -1.811)
H (1.953, -4.659, -1.264)
H (1.051, -3.731, -2.494)
H (0.958, -4.157, 1.269)
H (-0.104, -5.302, 0.405)
H (-1.219, -4.056, 2.304)
H (-2.060, -3.935, 0.741)
H (-2.225, -1.993, 3.020)
H (-1.172, -0.630, 2.598)
H (-0.450, -2.087, 3.289)
S (1.858, -1.556, 1.106)
C (1.969, -0.222, 2.273)
C (2.892, -0.314, 3.318)
C (2.979, 0.690, 4.269)
C (2.151, 1.806, 4.201)
C (1.241, 1.911, 3.164)
C (1.158, 0.905, 2.206)
As (0.012, 0.988, 0.677)
C (1.040, 2.134, -0.510)
C (0.402, 2.935, -1.454)
C (1.154, 3.658, -2.374)
C (2.540, 3.573, -2.359)
C (3.176, 2.768, -1.420)
C (2.428, 2.047, -0.498)
C (-1.461, 2.096, 1.179)
C (-1.292, 3.461, 1.397)
C (-2.376, 4.230, 1.798)
C (-3.622, 3.642, 1.974)
C (-3.791, 2.283, 1.744)
C (-2.710, 1.510, 1.344)
H (3.534, -1.183, 3.384)
H (3.696, 0.599, 5.076)
H (2.214, 2.584, 4.950)
H (0.592, 2.775, 3.112)
H (-0.680, 3.007, -1.470)
H (0.654, 4.296, -3.093)
H (3.125, 4.144, -3.068)
H (4.257, 2.710, -1.397)
H (2.928, 1.427, 0.237)
H (-0.328, 3.930, 1.247)
H (-2.246, 5.291, 1.966)
H (-4.465, 4.247, 2.281)
H (-4.765, 1.826, 1.859)
H (-2.859, 0.460, 1.132)



Entry 2:
The following is a quantum chemistry calculation of C30H32AuN2OPS5Se as an isolated structure, from the Open Molecules 2025 dataset.

Properties
- HOMO-LUMO gap (alpha / beta): 6.73 / 5.19 eV
- Highest occupied orbital energy (alpha / beta): -7.15 / -7.36 eV
- 2S+1: 3
- ⟨S²⟩: 2.036
- Total charge: 0

Atoms and positions in Å:
Au (0.486, -0.190, -0.933)
C (-0.696, -4.506, 2.662)
C (-0.500, -4.928, 1.230)
C (-0.685, -6.266, 0.892)
C (-0.478, -6.732, -0.396)
C (-0.067, -5.862, -1.392)
C (0.111, -4.525, -1.085)
C (-0.102, -4.048, 0.208)
P (0.200, -2.255, 0.425)
C (-1.114, -1.676, 1.531)
C (-0.794, -1.106, 2.760)
C (-1.794, -0.677, 3.615)
C (-3.121, -0.809, 3.235)
C (-3.441, -1.336, 1.994)
C (-2.452, -1.766, 1.115)
C (-2.837, -2.331, -0.225)
C (1.819, -2.170, 1.245)
C (2.486, -3.302, 1.708)
C (3.809, -3.216, 2.112)
C (4.471, -2.000, 2.035)
C (3.814, -0.876, 1.562)
C (2.480, -0.933, 1.162)
C (1.765, 0.263, 0.637)
H (-0.648, -5.373, 3.321)
H (-1.668, -4.031, 2.803)
H (0.068, -3.797, 2.975)
H (-0.995, -6.962, 1.663)
H (-0.630, -7.780, -0.621)
H (0.109, -6.218, -2.398)
H (0.415, -3.824, -1.855)
H (0.245, -1.034, 3.063)
H (-1.539, -0.242, 4.573)
H (-3.910, -0.490, 3.905)
H (-4.479, -1.414, 1.695)
H (-3.771, -1.893, -0.574)
H (-2.967, -3.415, -0.169)
H (-2.072, -2.123, -0.974)
H (1.988, -4.261, 1.721)
H (4.326, -4.101, 2.458)
H (5.508, -1.928, 2.338)
H (4.336, 0.072, 1.494)
H (2.463, 1.063, 0.384)
H (1.062, 0.650, 1.381)
C (-0.092, 3.529, -1.178)
N (-0.990, 3.641, -0.044)
C (-1.361, 4.995, 0.345)
C (-1.541, 2.536, 0.501)
C (-2.587, 2.740, 1.570)
O (-1.248, 1.393, 0.149)
H (-0.598, 3.855, -2.089)
H (0.213, 2.496, -1.312)
H (0.796, 4.144, -1.023)
H (-0.794, 5.692, -0.265)
H (-1.118, 5.190, 1.391)
H (-2.423, 5.186, 0.184)
H (-2.439, 3.643, 2.158)
H (-2.575, 1.870, 2.218)
H (-3.570, 2.794, 1.098)
C (4.260, 5.591, -2.988)
S (3.158, 4.160, -3.181)
C (1.838, 4.861, -4.060)
C (0.798, 4.065, -4.528)
S (0.700, 2.417, -4.314)
S (-0.454, 4.958, -5.402)
C (0.228, 6.542, -5.248)
S (-0.438, 7.904, -5.842)
S (1.742, 6.563, -4.367)
H (4.410, 6.078, -3.949)
H (5.207, 5.199, -2.629)
H (3.850, 6.288, -2.260)
Se (-3.523, 0.460, -2.977)
C (-1.880, -0.049, -2.710)
N (-0.769, -0.394, -2.528)



One value per record, in order, for E: -5756.78742, -6216.49606 a.u..